Entry 1:
{"formula": "C5H11NO", "method": "the ωB97M-V functional and the def2-TZVPD basis", "symbols": ["C", "C", "C", "N", "C", "C", "O", "H", "H", "H", "H", "H", "H", "H", "H", "H", "H", "H"], "positions_angstrom": [[1.990, 0.077, -0.214], [0.582, -0.378, -0.463], [-0.805, -1.905, 0.944], [-0.428, 0.556, -0.505], [-0.198, 1.964, -0.224], [-1.677, 0.072, -0.515], [-1.810, -1.190, -0.492], [2.086, 0.695, 0.688], [2.630, -0.799, -0.070], [2.426, 0.652, -1.049], [0.429, -1.206, -1.142], [-1.760, -2.361, 1.197], [-0.067, -2.643, 0.646], [-0.464, -1.227, 1.723], [0.145, 2.107, 0.805], [0.553, 2.370, -0.907], [-1.137, 2.507, -0.360], [-2.507, 0.766, -0.381]], "forces_ev_per_a": [[0.044, 0.004, 0.075], [-0.039, 0.125, -0.167], [0.018, -0.188, 0.165], [-0.077, -0.238, 0.056], [0.033, 0.141, 0.016], [-0.035, 0.062, -0.030], [0.069, 0.188, -0.018], [-0.030, -0.103, -0.121], [-0.102, 0.114, -0.020], [-0.082, -0.099, 0.127], [-0.002, 0.058, 0.111], [0.162, 0.102, -0.092], [-0.047, 0.126, 0.049], [-0.014, -0.048, -0.118], [-0.048, -0.032, -0.157], [-0.113, -0.071, 0.092], [0.132, -0.094, 0.024], [0.130, -0.048, 0.007]], "mulliken_charge": [-1.30, -0.35, -0.80, 0.22, -0.98, 0.03, -0.50, 0.29, 0.34, 0.32, 0.54, 0.33, 0.28, 0.31, 0.34, 0.30, 0.32, 0.31], "total_charge": 0, "spin_multiplicity": 1, "e_above_lowest_kcal_mol": 112.97, "gap_ev": [7.284, 7.287], "e_homo_ha": [-0.2355, -0.2356]}

***

Entry 2:
{"formula": "C5H11NO", "method": "the ωB97M-V functional and the def2-TZVPD basis", "symbols": ["C", "C", "C", "N", "C", "C", "O", "H", "H", "H", "H", "H", "H", "H", "H", "H", "H", "H"], "positions_angstrom": [[2.206, 2.241, 0.499], [1.495, 0.963, 0.886], [0.010, 0.958, 0.426], [-0.228, -0.006, -0.643], [-0.957, -1.170, -0.554], [-2.139, -1.179, 0.384], [-0.750, -2.077, -1.332], [1.993, 3.060, 1.189], [3.279, 2.130, 0.653], [2.029, 2.611, -0.513], [1.962, 0.039, 0.549], [1.495, 0.958, 1.968], [-0.670, 0.684, 1.225], [-0.258, 1.969, 0.122], [0.504, -0.121, -1.331], [-2.121, -2.076, 1.000], [-3.012, -1.321, -0.267], [-2.345, -0.276, 0.936]], "forces_ev_per_a": [[0.971, 0.416, 0.179], [-1.177, 0.334, 0.154], [0.251, -0.420, -0.050], [0.062, -0.194, 0.083], [-0.163, 0.986, -0.210], [-0.642, -0.640, -0.594], [0.045, -0.390, 0.063], [-0.539, -0.041, -0.083], [0.200, -0.159, -0.349], [-0.029, -0.257, -0.037], [0.210, 0.141, -0.112], [0.092, -0.355, 0.379], [0.183, 0.096, 0.219], [-0.114, 0.038, -0.210], [0.072, 0.172, -0.027], [0.149, 0.162, 0.242], [0.182, -0.007, 0.015], [0.245, 0.118, 0.337]], "mulliken_charge": [-1.24, -0.53, -0.44, -0.20, 0.51, -0.89, -0.63, 0.34, 0.36, 0.35, 0.41, 0.25, 0.24, 0.32, 0.25, 0.24, 0.27, 0.38], "total_charge": 0, "smiles": "CCCNC(C)=O", "spin_multiplicity": 1, "e_above_lowest_kcal_mol": 12.82, "gap_ev": 10.411, "e_homo_ha": -0.3475}

***

Entry 3:
{"formula": "C5H11NO", "method": "the ωB97M-V functional and the def2-TZVPD basis", "symbols": ["C", "C", "C", "O", "N", "C", "C", "H", "H", "H", "H", "H", "H", "H", "H", "H", "H", "H"], "positions_angstrom": [[0.091, -2.522, -0.155], [0.036, -1.177, -1.059], [-0.561, 0.101, -0.325], [-1.670, 0.515, -0.695], [0.355, 0.863, 0.268], [0.083, 2.284, 0.685], [1.255, 0.121, 1.056], [-0.426, -2.266, 0.770], [1.155, -2.739, 0.106], [-0.484, -3.408, -0.610], [1.046, -0.704, -1.245], [-0.283, -1.528, -2.181], [0.052, 2.548, 1.770], [-0.834, 2.637, 0.085], [0.821, 2.897, 0.247], [0.725, -0.843, 1.369], [1.704, 0.674, 1.902], [1.965, -0.287, 0.255]], "forces_ev_per_a": [[-0.189, 0.690, -0.935], [1.141, -1.169, -0.817], [-3.388, -0.187, -4.814], [1.041, -0.433, 1.102], [-0.838, 2.911, 2.223], [-2.137, -0.373, -1.465], [1.582, -2.984, -0.546], [-0.044, -0.372, 0.089], [-0.934, -0.292, -0.330], [1.215, 1.421, 0.509], [-0.560, -1.422, -0.049], [-0.182, 1.653, 2.977], [-0.336, -0.869, -0.764], [0.975, -0.801, 1.486], [1.421, 0.543, -0.342], [1.061, 1.568, 0.519], [-0.172, -0.419, -0.741], [0.344, 0.536, 1.900]], "mulliken_charge": [-0.95, -0.34, 0.43, -0.65, 0.06, -0.97, -0.82, 0.37, 0.25, 0.29, 0.23, 0.29, 0.31, 0.32, 0.38, 0.19, 0.37, 0.24], "total_charge": 0, "smiles": "CCC(=O)N(C)C", "spin_multiplicity": 1, "e_above_lowest_kcal_mol": 64.41, "gap_ev": 9.949, "e_homo_ha": -0.3364}